[1]
{"formula": "C6H12Br6", "method": "ωB97M-V/def2-TZVPD", "elements": ["Br", "C", "C", "Br", "H", "H", "H", "H", "Br", "C", "C", "Br", "H", "H", "H", "H", "Br", "C", "C", "Br", "H", "H", "H", "H"], "coordinates": [[-9.603, -12.225, 0.055], [-8.992, -10.420, 0.543], [-9.642, -9.754, 1.798], [-8.805, -7.900, 2.086], [-9.253, -9.852, -0.350], [-7.922, -10.395, 0.747], [-9.517, -10.326, 2.718], [-10.727, -9.761, 1.698], [-10.868, -14.948, 3.025], [-9.782, -13.245, 2.918], [-10.573, -12.229, 3.702], [-9.970, -12.292, 5.594], [-9.742, -12.928, 1.876], [-8.751, -13.343, 3.261], [-11.640, -12.452, 3.674], [-10.443, -11.245, 3.252], [-9.085, -16.530, 5.231], [-8.399, -14.664, 5.107], [-6.832, -14.631, 5.430], [-6.264, -12.795, 5.198], [-8.896, -14.051, 5.859], [-8.733, -14.322, 4.127], [-6.169, -15.316, 4.900], [-6.578, -14.801, 6.476]], "forces_ev_per_a": [[0.255, 1.160, -1.476], [-0.084, 1.221, 0.862], [0.153, -0.355, -0.612], [-0.979, -1.791, -0.376], [0.283, 0.069, 0.243], [-0.031, -0.479, -0.548], [1.216, 0.807, -0.426], [-0.024, 0.979, -0.265], [0.680, 1.070, -0.814], [-1.515, 0.112, -0.307], [0.106, -0.396, 0.269], [-1.709, 2.308, -0.507], [-0.357, -0.827, 1.142], [-0.451, 0.325, -0.628], [0.204, -0.011, 0.274], [-0.171, -0.494, 1.020], [0.783, 0.345, 0.582], [2.209, -1.724, 1.382], [-1.352, -0.269, 0.023], [0.302, 0.296, -0.393], [0.517, -1.357, -0.232], [1.088, -1.104, 1.352], [-0.399, 0.279, -0.591], [-0.722, -0.165, 0.026]], "mulliken_charge": [-0.20, -0.58, -0.74, -0.15, 0.41, 0.43, 0.55, 0.47, -0.12, -0.10, -0.21, -0.16, -0.33, 0.68, 0.50, -0.13, -0.18, 0.06, -0.56, -0.16, 0.32, -0.56, 0.39, 0.37], "lumo_energy_ev": -0.1, "homo_lumo_gap_ev": 9.2, "e_tot_ha": -15679.7833}


[2]
{"formula": "C33H51N6NaO5", "method": "ωB97M-V/def2-TZVPD", "elements": ["Na", "C", "C", "C", "N", "C", "C", "C", "C", "C", "C", "C", "N", "C", "C", "C", "N", "C", "C", "C", "C", "C", "C", "C", "N", "C", "C", "H", "H", "H", "H", "H", "H", "H", "H", "H", "H", "H", "H", "H", "H", "H", "H", "H", "H", "H", "H", "H", "H", "H", "H", "H", "H", "C", "C", "C", "O", "C", "O", "O", "H", "H", "H", "H", "H", "H", "H", "C", "N", "C", "C", "O", "N", "C", "C", "H", "H", "H", "H", "H", "H", "H", "H", "H", "H", "H", "H", "C", "C", "O", "H", "H", "H", "H", "H", "H"], "coordinates": [[0.007, -0.120, 0.377], [-1.794, 3.244, -2.031], [-3.087, 2.519, -1.637], [-2.915, 1.217, -0.827], [-1.923, 1.307, 0.224], [-2.122, 2.095, 1.234], [-3.391, 2.686, 1.571], [-3.718, 3.744, 2.394], [-2.912, 4.651, 3.078], [-1.514, 4.597, 3.103], [-0.647, 3.624, 2.674], [-0.906, 2.306, 2.120], [-0.097, 1.309, 2.206], [1.123, 1.420, 2.984], [2.345, 1.785, 2.130], [2.782, 0.701, 1.120], [2.097, 0.796, -0.158], [2.570, 1.552, -1.086], [3.724, 2.417, -0.919], [4.580, 2.967, -1.840], [4.591, 2.901, -3.237], [3.573, 2.337, -4.003], [2.354, 1.800, -3.648], [1.733, 1.589, -2.357], [0.485, 1.326, -2.163], [-0.462, 1.396, -3.246], [-1.134, 2.770, -3.324], [-1.074, 3.149, -1.216], [-2.010, 4.312, -2.130], [-3.675, 2.287, -2.537], [-3.691, 3.207, -1.042], [-2.592, 0.410, -1.490], [-3.908, 0.918, -0.457], [-4.234, 2.206, 1.086], [-4.788, 3.931, 2.471], [-3.397, 5.482, 3.577], [-1.028, 5.461, 3.554], [0.403, 3.847, 2.813], [1.309, 0.439, 3.434], [1.027, 2.141, 3.806], [3.179, 1.974, 2.816], [2.153, 2.719, 1.591], [2.541, -0.280, 1.546], [3.873, 0.732, 1.001], [3.970, 2.626, 0.114], [5.400, 3.533, -1.400], [5.432, 3.344, -3.760], [3.747, 2.356, -5.078], [1.742, 1.504, -4.491], [-1.231, 0.638, -3.063], [-0.040, 1.176, -4.237], [-1.881, 2.740, -4.131], [-0.372, 3.497, -3.625], [2.933, -3.611, 0.326], [1.463, -3.487, 0.706], [0.649, -4.647, 0.141], [0.972, -2.256, 0.170], [1.268, -3.521, 2.258], [2.061, -4.247, 2.890], [0.398, -2.740, 2.728], [3.033, -3.856, -0.738], [3.410, -4.382, 0.929], [3.434, -2.657, 0.501], [0.728, -4.666, -0.952], [-0.403, -4.537, 0.414], [1.028, -5.587, 0.545], [0.288, -2.430, -0.497], [-2.006, -1.106, -5.250], [-1.844, -1.906, -4.048], [-3.085, -2.235, -3.364], [-0.687, -1.952, -3.285], [-0.759, -2.145, -2.072], [0.522, -1.826, -3.901], [0.777, -2.038, -5.308], [1.694, -1.648, -3.041], [-3.067, -0.884, -5.356], [-1.687, -1.609, -6.163], [-1.485, -0.151, -5.172], [-3.703, -2.869, -4.006], [-3.649, -1.328, -3.120], [-2.863, -2.754, -2.438], [0.159, -2.846, -5.708], [1.815, -2.350, -5.413], [0.637, -1.142, -5.918], [1.450, -1.050, -2.169], [2.458, -1.120, -3.611], [2.084, -2.611, -2.699], [-3.934, -1.543, 1.611], [-2.549, -1.533, 2.224], [-1.631, -2.062, 1.290], [-4.678, -1.162, 2.317], [-4.212, -2.559, 1.318], [-3.954, -0.913, 0.721], [-2.540, -2.129, 3.146], [-2.273, -0.506, 2.496], [-0.797, -2.296, 1.784]], "forces_ev_per_a": [[-0.329, -0.156, -0.327], [0.039, -0.076, 0.029], [0.021, -0.019, 0.002], [0.071, -0.048, 0.007], [-0.045, 0.212, 0.056], [-0.004, 0.022, 0.049], [0.110, 0.000, -0.025], [-0.049, -0.014, -0.005], [0.045, -0.047, -0.036], [-0.002, 0.047, -0.001], [-0.067, -0.106, -0.016], [-0.040, 0.028, -0.002], [0.119, 0.119, 0.046], [-0.088, -0.064, -0.030], [0.023, 0.023, -0.011], [-0.031, -0.010, -0.003], [0.153, 0.049, 0.182], [-0.056, 0.136, -0.028], [-0.053, -0.087, -0.064], [0.009, 0.039, 0.020], [-0.073, -0.040, 0.025], [0.056, -0.005, -0.030], [-0.083, 0.021, 0.137], [0.208, 0.071, -0.023], [-0.039, -0.104, -0.066], [-0.047, 0.034, 0.035], [-0.015, 0.006, -0.041], [0.006, 0.015, 0.014], [-0.044, 0.002, -0.037], [0.004, 0.015, 0.005], [-0.001, 0.006, 0.042], [-0.014, -0.009, 0.001], [-0.017, 0.024, 0.001], [-0.014, 0.004, -0.003], [-0.013, -0.002, 0.004], [-0.003, 0.008, 0.011], [0.009, 0.009, 0.000], [0.009, 0.002, 0.006], [-0.015, 0.001, -0.005], [0.010, 0.016, 0.022], [-0.003, -0.010, 0.002], [0.003, -0.014, 0.010], [0.012, 0.017, -0.007], [0.019, 0.016, -0.027], [0.016, 0.000, 0.003], [0.011, 0.005, 0.002], [0.003, 0.006, -0.003], [0.008, -0.002, -0.008], [0.011, 0.021, 0.000], [-0.009, 0.006, 0.036], [-0.006, -0.054, -0.008], [-0.008, 0.040, -0.005], [0.019, -0.013, 0.028], [0.007, 0.013, 0.039], [-0.304, -0.115, -0.080], [0.039, -0.040, -0.080], [0.045, -0.170, -0.129], [0.902, 0.835, 0.264], [-0.417, -0.215, -0.072], [-0.013, -0.432, 0.074], [-0.028, 0.039, 0.001], [-0.010, 0.008, -0.022], [-0.003, -0.037, 0.038], [-0.007, -0.021, 0.008], [0.007, 0.017, 0.002], [-0.014, -0.015, -0.006], [0.101, -0.076, -0.013], [0.014, 0.135, 0.098], [-0.001, -0.242, -0.196], [0.014, 0.037, -0.010], [0.028, -0.135, 0.309], [-0.029, 0.062, -0.156], [0.030, 0.357, -0.004], [-0.032, -0.148, 0.032], [-0.002, -0.101, -0.060], [0.000, 0.029, 0.004], [0.026, -0.082, -0.029], [0.071, -0.041, -0.021], [0.006, 0.022, -0.012], [-0.003, -0.006, 0.056], [0.017, -0.001, 0.019], [-0.085, 0.055, 0.010], [0.013, -0.007, -0.004], [-0.005, 0.020, -0.006], [-0.052, -0.016, 0.026], [-0.002, 0.011, 0.024], [0.007, -0.018, -0.010], [-0.058, -0.018, 0.003], [0.117, 0.002, -0.064], [-0.360, 0.267, -0.138], [0.012, 0.006, -0.007], [-0.002, 0.011, 0.013], [0.021, -0.018, -0.004], [0.004, -0.027, 0.000], [-0.012, -0.010, 0.010], [0.134, -0.073, 0.128]], "mulliken_charge": [0.81, -0.55, -0.96, -1.10, 1.10, 0.31, -0.75, -0.30, -0.64, -0.43, -1.08, 1.03, -0.12, -1.87, -0.16, -1.25, 0.24, 0.75, -1.41, -0.57, -0.64, -0.52, -0.61, 0.79, 0.80, 0.17, -1.45, 0.10, 0.40, 0.56, 0.48, -0.13, 0.24, 0.28, 0.26, 0.27, 0.30, 0.25, 0.49, 0.59, 0.25, 0.43, 0.10, 0.68, 0.21, 0.29, 0.28, 0.28, 0.11, -0.65, 0.34, 0.40, 0.40, -1.85, 1.91, -1.84, 0.95, 0.11, -0.82, -0.76, 0.39, 0.45, 0.23, 0.28, 0.25, 0.43, -0.23, -1.20, 0.21, -1.11, 0.01, -0.85, 0.68, -1.31, -0.81, 0.43, 0.36, 0.32, 0.34, 0.37, 0.32, 0.37, 0.45, 0.33, -0.37, 0.58, 0.47, -1.20, 0.18, -0.30, 0.34, 0.41, 0.07, 0.42, -0.09, 0.27], "charge": -2, "lumo_energy_ev": 3.8, "homo_lumo_gap_ev": 5.0, "e_tot_ha": -2155.1426}